{
  "formula": "C5H4Br2N2O3",
  "method": "the ωB97M-V functional and the def2-TZVPD basis",
  "elements": ["Br", "Br", "O", "O", "O", "N", "N", "C", "C", "C", "C", "C", "H", "H", "H", "H"],
  "coordinates": [[4.808600, -0.220219, 2.851849], [3.306022, -2.783289, 3.873644], [-0.639242, 0.560567, 0.183039], [1.389542, -0.067824, 0.982601], [2.409853, 1.129902, 3.740236], [0.080147, -0.311034, 3.527322], [1.149857, -0.772253, 3.943215], [3.407370, -0.925894, 3.771722], [0.001069, 0.288665, -1.078708], [-0.508806, 0.134018, 2.501220], [0.204563, 0.186947, 1.164598], [2.324316, -0.054305, 3.787826], [-1.371164, 0.870310, 2.511698], [1.035266, -0.057676, -0.819279], [-0.533800, -0.616763, -1.326295], [-0.091953, 1.103503, -1.831269]],
  "forces_ev_per_a": [[1.1, 0.1, -0.2], [0.0, 0.2, 0.2], [1.0, 0.3, 0.7], [-1.6, 0.0, 1.3], [-0.2, 2.3, -0.4], [-0.7, 1.0, 0.6], [-1.3, -1.4, -0.5], [1.6, -1.8, -0.8], [0.3, -0.9, -0.4], [0.3, 2.0, -1.3], [1.0, -0.3, 0.3], [-1.3, 0.1, 1.1], [0.6, -1.7, 0.6], [-0.8, 1.0, -1.1], [-0.1, -0.1, -1.2], [0.0, -0.6, 0.9]],
  "spin_multiplicity": 1,
  "orbital_gap_ev": [7.128, 7.427],
  "total_charge": 0,
  "de_lowest_kcal_mol": 25.30
}



{
  "formula": "C5H4Br2O3",
  "method": "the ωB97M-V functional and the def2-TZVPD basis",
  "elements": ["Br", "Br", "O", "O", "O", "C", "C", "C", "C", "C", "H", "H", "H", "H"],
  "coordinates": [[2.437513, -1.736713, -0.234097], [-2.508820, -0.754820, -0.015526], [-0.330979, 0.910260, -1.643746], [0.405115, -0.940471, -2.757787], [-0.359455, 2.691035, -0.191635], [0.229288, 1.683752, -0.457743], [1.076722, 0.820881, 0.154583], [-0.928178, -1.732562, 0.058353], [1.282973, -0.334922, -0.556553], [0.352110, -0.260285, -1.678374], [-1.210920, -2.745280, -0.360609], [-0.273921, -0.514506, -3.416765], [-0.244873, -1.894609, 0.929125], [1.519141, 0.927433, 1.124468]],
  "forces_ev_per_a": [[0.1, -0.1, 0.0], [0.0, 0.5, 0.6], [1.6, -1.4, -0.2], [-2.1, 0.1, -3.4], [0.9, 0.0, -0.2], [-3.9, 1.2, -0.8], [3.0, -2.2, 1.6], [0.3, -2.4, -0.6], [-1.9, 0.5, -1.5], [0.5, 2.0, 3.0], [0.8, 1.2, 0.1], [1.7, -1.2, 1.6], [-1.1, 1.0, -0.4], [0.1, 0.6, 0.2]],
  "spin_multiplicity": 1,
  "orbital_gap_ev": [7.191, 7.433],
  "total_charge": 0,
  "de_lowest_kcal_mol": 64.31
}



{
  "formula": "C5H4Cl2O2",
  "method": "the ωB97M-V functional and the def2-TZVPD basis",
  "elements": ["Cl", "Cl", "O", "O", "C", "C", "C", "C", "C", "H", "H", "H", "H"],
  "coordinates": [[0.911247, 3.332799, -0.074344], [2.364513, -0.797635, -1.101870], [-0.181913, 1.567615, -1.617293], [0.652659, -2.655891, -0.693431], [0.242765, 0.680250, 0.627764], [0.833725, -1.455771, -0.581780], [-1.518470, -1.032892, 0.363145], [-0.196649, -0.652322, 0.144035], [0.260745, 1.753499, -0.467676], [1.197683, 0.641029, 1.109163], [-0.452533, 1.070010, 1.392643], [-1.881739, -2.041815, 0.037474], [-2.232033, -0.408877, 0.862169]],
  "forces_ev_per_a": [[0.0, -0.2, 0.3], [-0.2, 0.6, 0.1], [1.5, 0.6, 4.1], [0.5, 1.9, -0.3], [-0.7, 1.6, 0.1], [-1.6, -3.7, 0.7], [3.1, -1.5, -1.4], [-2.5, 0.6, 0.3], [-1.6, -1.2, -4.2], [0.7, 0.1, 0.2], [0.2, -0.2, -0.2], [0.5, 1.1, 0.2], [0.0, 0.4, 0.2]],
  "spin_multiplicity": 1,
  "orbital_gap_ev": 9.947,
  "total_charge": 0,
  "de_lowest_kcal_mol": 0.00,
  "smiles": "C=C(CC(=O)Cl)C(=O)Cl"
}



{
  "formula": "C5H4ClIN4",
  "method": "the ωB97M-V functional and the def2-TZVPD basis",
  "elements": ["I", "Cl", "N", "N", "N", "N", "C", "C", "C", "C", "C", "H", "H", "H", "H"],
  "coordinates": [[2.561921, -4.093624, -0.923506], [0.646835, -3.625775, 1.560416], [1.165643, 0.962286, 0.831715], [-0.812440, 0.651766, 0.123754], [1.924623, -1.299704, 0.592818], [0.020109, -2.759491, -0.772836], [0.058560, 1.564809, 0.698262], [-0.236976, -0.556962, 0.085430], [-0.736552, -1.696292, -0.550218], [1.010084, -3.018127, -0.023734], [1.086052, -0.336395, 0.491725], [-1.888348, 0.660510, -0.003922], [2.865332, -1.173101, 0.929806], [-1.763499, -1.727148, -0.809119], [-0.190516, 2.663457, 0.958732]],
  "forces_ev_per_a": [[0.6, -0.3, -0.2], [-0.1, -0.1, 1.1], [4.1, 1.8, 1.6], [-5.5, 2.8, 0.2], [0.1, -1.8, -0.3], [-1.2, 0.9, -1.1], [-2.5, 0.1, -1.0], [-0.3, -2.9, -1.6], [0.8, 1.3, 1.4], [2.0, -0.1, 0.7], [-0.5, -0.4, 0.3], [2.7, 0.8, 0.5], [0.2, 0.2, -0.2], [-0.8, 0.0, -0.8], [0.4, -2.2, -0.6]],
  "spin_multiplicity": 1,
  "orbital_gap_ev": 7.457,
  "total_charge": 0,
  "de_lowest_kcal_mol": 40.94
}



{
  "formula": "C5H4ClNO",
  "method": "the ωB97M-V functional and the def2-TZVPD basis",
  "elements": ["Cl", "O", "N", "C", "C", "C", "C", "C", "H", "H", "H", "H"],
  "coordinates": [[-2.220935, 0.909109, -0.568544], [2.643040, 0.562244, 0.002296], [-0.735136, -2.438847, 0.153988], [-1.075960, 0.074131, 0.450787], [0.862245, -0.232618, -1.559772], [-0.549715, 0.753301, 1.526990], [-0.940927, -1.326452, 0.392283], [1.800624, 0.178586, -0.765298], [-0.613900, 1.808861, 1.731604], [0.264543, 0.560367, -2.003754], [0.157694, 0.358726, 2.193600], [0.408422, -1.207403, -1.554180]],
  "forces_ev_per_a": [[0.3, -0.5, -0.1], [-2.7, -1.2, -2.6], [-0.4, 0.6, 0.6], [-0.1, 2.7, 3.7], [-0.6, 0.7, -0.6], [-0.7, -0.3, -2.3], [0.3, -1.4, -1.1], [3.0, 0.8, 2.7], [-0.7, 0.3, -0.6], [0.3, 0.0, -0.2], [0.7, -1.4, 0.6], [0.6, -0.2, -0.1]],
  "spin_multiplicity": 1,
  "orbital_gap_ev": 9.090,
  "total_charge": 0,
  "de_lowest_kcal_mol": 65.09,
  "smiles": "C=C(Cl)C#N.C=C=O"
}



{
  "formula": "C5H4ClNS",
  "method": "the ωB97M-V functional and the def2-TZVPD basis",
  "elements": ["Cl", "S", "N", "C", "C", "C", "C", "C", "H", "H", "H", "H"],
  "coordinates": [[-2.671264, 1.710529, 2.027708], [2.233431, -1.062732, -1.920153], [-1.931319, 0.290902, -0.216950], [1.618720, -0.455192, -0.284183], [-1.455844, 0.897900, 1.064741], [-0.132417, 0.664443, 1.292518], [-0.875172, -0.394191, -0.689709], [0.334372, -0.296377, 0.159934], [0.795807, -1.759647, -2.006558], [-0.795042, -0.814439, -1.663671], [0.512861, 1.314069, 1.874736], [2.365866, -0.095263, 0.361587]],
  "forces_ev_per_a": [[1.1, -0.3, -0.7], [-4.6, -1.3, 2.1], [2.9, -1.2, 0.6], [-1.3, -0.2, -1.1], [0.1, -1.4, -1.7], [-0.3, -0.5, -1.4], [-1.4, 2.0, 2.5], [-0.3, 2.2, -0.3], [3.6, 1.3, -0.4], [-0.8, -0.4, -0.6], [-0.1, -0.7, 0.4], [1.2, 0.4, 0.5]],
  "spin_multiplicity": 1,
  "orbital_gap_ev": 8.079,
  "total_charge": 0,
  "de_lowest_kcal_mol": 57.22,
  "smiles": "S/C=C1\\C=NC(Cl)=C1"
}



{
  "formula": "C5H4ClNS",
  "method": "the ωB97M-V functional and the def2-TZVPD basis",
  "elements": ["Cl", "S", "N", "C", "C", "C", "C", "C", "H", "H", "H", "H"],
  "coordinates": [[-1.507274, -1.577562, 1.012876], [3.188206, -0.788100, -0.489185], [-2.813956, 0.472764, -1.756754], [-2.066842, 0.208132, -0.945404], [1.613822, -0.845839, 0.067117], [-1.123308, -0.109294, 0.049759], [0.490580, -0.029629, -0.364368], [-0.136637, 0.907438, 0.650282], [0.770528, 0.507787, -1.275633], [1.609324, -1.476501, 1.023877], [0.123322, 0.849728, 1.721607], [-0.147762, 1.881081, 0.305821]],
  "forces_ev_per_a": [[0.1, 1.0, -0.4], [-2.2, 0.2, 0.0], [-1.2, 0.4, -1.3], [0.7, -0.1, 0.7], [2.4, -1.6, 1.8], [3.9, -0.8, 1.0], [-0.8, 1.0, 0.0], [-0.4, -2.2, 0.9], [-0.7, -0.4, 0.0], [-1.0, 0.9, -1.4], [-0.3, -0.4, -0.7], [-0.5, 1.9, -0.6]],
  "spin_multiplicity": 1,
  "orbital_gap_ev": 8.218,
  "total_charge": 0,
  "de_lowest_kcal_mol": 51.02,
  "smiles": "N#C[C@]1(Cl)C[C@H]1C=S"
}



{
  "formula": "C5H4ClNS",
  "method": "the ωB97M-V functional and the def2-TZVPD basis",
  "elements": ["Cl", "S", "N", "C", "C", "C", "C", "C", "H", "H", "H", "H"],
  "coordinates": [[2.983601, 1.001644, 0.899576], [-2.586425, 1.508370, -0.410895], [-1.835494, -0.098407, -0.677885], [-0.670378, -0.207211, 0.050762], [1.375189, 0.232719, 0.679027], [0.269768, -1.347923, -0.292312], [0.126473, 0.797273, 0.723666], [1.495958, -1.084513, 0.039223], [2.616191, -1.428109, -0.274215], [-0.210007, 1.833222, 1.027920], [0.165191, -2.157619, -1.103951], [-3.730069, 0.950554, -0.660916]],
  "forces_ev_per_a": [[-1.5, -0.1, 0.4], [1.4, -1.3, -0.2], [3.6, 1.0, 3.5], [-3.2, -0.6, -3.7], [1.6, 2.1, 0.3], [-1.9, -2.9, -3.4], [1.1, 0.6, 0.6], [3.9, 1.4, 0.5], [-3.4, 0.3, 0.9], [0.7, -1.6, -0.3], [-1.0, 1.2, 1.6], [-1.3, -0.1, -0.3]],
  "spin_multiplicity": 1,
  "orbital_gap_ev": 7.949,
  "total_charge": 0,
  "de_lowest_kcal_mol": 64.56,
  "smiles": "S/N=C1/C=CC(Cl)=C1"
}



{
  "formula": "C5H4F2O3",
  "method": "the ωB97M-V functional and the def2-TZVPD basis",
  "elements": ["F", "F", "O", "O", "O", "C", "C", "C", "C", "C", "H", "H", "H", "H"],
  "coordinates": [[-1.675470, -0.279954, -1.081985], [-1.867725, 1.675551, 0.044149], [-0.335675, 1.412674, -1.519633], [1.886012, 1.992211, -1.865502], [1.347894, 1.014357, -0.033884], [1.043099, 1.512373, -1.216774], [0.578849, -1.126972, 0.509009], [-0.296550, -1.965941, 1.069341], [-1.074131, 0.813461, -0.587732], [0.343672, 0.252595, 0.663236], [-0.301216, -3.153883, 0.947505], [0.085304, 0.731999, 1.632775], [-1.016455, -1.592215, 1.682618], [1.282391, -1.286257, -0.243121]],
  "forces_ev_per_a": [[-0.5, 1.1, 0.4], [-0.7, -0.5, -0.5], [1.4, 0.7, -1.0], [-0.1, 0.8, -1.8], [-0.6, -0.8, 1.8], [-0.6, -0.3, 1.0], [-1.9, -1.6, 1.1], [2.6, -4.0, -1.9], [3.4, -2.0, 3.2], [-2.6, 4.4, -2.5], [0.2, 3.0, 0.1], [0.3, -0.5, -0.7], [-2.0, 0.9, 1.8], [1.2, -1.2, -0.9]],
  "spin_multiplicity": 1,
  "orbital_gap_ev": 10.321,
  "total_charge": 0,
  "de_lowest_kcal_mol": 0.00
}



{
  "formula": "C5H4FN4",
  "method": "the ωB97M-V functional and the def2-TZVPD basis",
  "elements": ["F", "N", "N", "N", "N", "C", "C", "C", "C", "C", "H", "H", "H", "H"],
  "coordinates": [[-3.360785, 0.031637, 0.023823], [0.601865, 0.951487, -0.315629], [-1.678961, 1.574773, -0.010883], [-1.124194, -2.122227, -0.007504], [1.022562, -1.390562, -0.343946], [-2.060072, 0.321205, 0.102656], [0.332849, -0.359566, 0.000125], [-1.116719, -0.765686, 0.392789], [-0.408112, 1.855293, -0.307024], [0.076737, -2.436237, -0.388685], [1.502903, 1.235284, -0.737467], [0.148819, -3.465057, -0.681692], [-0.033860, 2.754431, -0.600904], [-1.136578, -0.909447, 1.495366]],
  "forces_ev_per_a": [[1.5, 0.3, 0.3], [0.8, -4.6, 0.2], [0.5, -1.2, -1.1], [-2.4, 0.5, -0.9], [0.8, -4.8, -0.9], [-1.3, 1.3, -0.8], [-2.4, 5.1, -0.5], [1.9, 0.2, 2.5], [-2.1, -0.8, 1.3], [2.0, 1.5, 0.0], [-0.5, -0.5, 0.4], [1.3, -0.2, -0.3], [0.0, 2.9, -0.4], [0.1, 0.3, 0.2]],
  "spin_multiplicity": 3,
  "orbital_gap_ev": [7.041, 6.947],
  "total_charge": 1
}



Results for E: -154452.429; -151473.395; -34388.838; -31830.530; -21306.870; -30094.496; -30094.765; -30094.178; -16825.112; -13915.688 (in eV, following the order of the records).